No. 1
DFT (ωB97M-V with the def2-TZVPD basis set) results for 3 unconnected molecules or ions with the total composition C6H14O2 in a non-equilibrium geometry.

- multiplicity = 2
- energy above the lowest of the compared OMol25 structures with the same formula, charge and spin (kcal/mol) = 63.54
- net charge = -1
- HOMO level (spin up / spin down) (Eh) = 0.0293 / -0.2396
- LUMO level (spin up / spin down) (eV) = 3.15 / 3.08
- gap between HOMO and LUMO (spin up / spin down) (eV) = 2.36 / 9.60

Structure (XYZ):
```
22
Properties=species:S:1:pos:R:3:mulliken_charge:R:1
C -3.09 1.07 1.72 -1.3346
C -2.35 1.09 0.33 1.2015
C -3.00 1.46 -0.79 -1.1264
C -1.04 0.46 0.32 -1.5267
C 0.09 1.03 1.08 0.6683
C 1.17 1.26 0.38 -1.7141
H -3.57 2.07 1.88 0.3272
H -2.26 1.01 2.49 0.2547
H -3.95 0.45 1.71 0.3983
H -4.10 1.64 -0.77 0.2262
H -2.65 1.67 -1.68 0.4805
H -1.22 -0.53 0.71 0.3575
H -0.70 0.14 -0.79 0.2320
H -0.12 1.35 2.10 0.2608
H 1.29 1.06 -0.60 0.5636
H 2.13 1.49 0.67 0.3949
H 2.65 -1.23 -0.51 0.3127
H 1.86 -2.52 -0.39 0.6258
O 2.45 -1.90 0.19 -1.3553
H 5.26 -4.01 -3.39 0.5044
H 5.40 -3.70 -1.86 0.4688
O 5.73 -3.35 -2.82 -1.2204
```

=====

No. 2
DFT (ωB97M-V with the def2-TZVPD basis set) results for 3 unconnected molecules or ions with the total composition C9H21FNO8P.

- SMILES = O=NOC[PH3]CCF.COC(=O)OC.COC(=O)OC
- net charge = 0
- HOMO level (Eh) = -0.3148
- LUMO level (eV) = 0.11
- gap between HOMO and LUMO (eV) = 8.68

Structure (XYZ):
```
41
Properties=species:S:1:pos:R:3:mulliken_charge:R:1
O 4.01 -4.93 -0.90 -0.2811
N 4.60 -3.95 -1.09 0.1500
O 4.39 -3.01 -0.05 -0.1458
C 3.99 -1.74 -0.58 -0.6561
P 2.12 -1.76 -1.00 0.4096
C 0.25 -1.88 -1.42 -0.9336
C -0.56 -2.57 -0.34 -0.4095
F -1.15 -1.64 0.51 -0.2816
H 4.55 -1.52 -1.49 0.3756
H 4.22 -1.01 0.20 0.3513
H 2.18 -0.37 -1.30 -0.0549
H 1.87 -2.12 0.36 -0.0146
H 2.41 -2.66 -2.06 -0.0208
H -0.19 -0.91 -1.65 0.4465
H 0.16 -2.50 -2.31 0.4592
H 0.06 -3.25 0.25 0.3379
H -1.35 -3.19 -0.79 0.2852
C -3.80 -1.78 1.83 -0.6100
O -5.23 -1.68 1.91 -0.3424
C -5.72 -0.51 1.53 0.7743
O -5.09 0.44 1.15 -0.5431
O -7.05 -0.56 1.65 -0.3200
C -7.72 0.65 1.28 -0.6279
H -3.54 -2.78 2.16 0.3011
H -3.46 -1.63 0.81 0.2501
H -3.33 -1.04 2.48 0.3050
H -7.53 0.89 0.24 0.2932
H -7.40 1.48 1.91 0.2923
H -8.78 0.47 1.43 0.2138
C 5.14 3.94 -1.48 -0.6052
O 4.23 4.44 -0.48 -0.3240
C 3.09 3.76 -0.39 0.8338
O 2.79 2.80 -1.05 -0.5484
O 2.35 4.32 0.56 -0.3201
C 1.08 3.69 0.77 -0.6034
H 6.01 4.58 -1.44 0.2169
H 5.43 2.91 -1.25 0.2759
H 4.69 3.99 -2.46 0.2905
H 1.22 2.66 1.08 0.2760
H 0.48 3.73 -0.13 0.2858
H 0.60 4.25 1.56 0.2187
```

=====

No. 3
DFT (ωB97M-V with the def2-TZVPD basis set) results for a molecular structure, C59H55Br3Cl2F9NO28 in a non-equilibrium geometry.

- net charge = 0
- HOMO level (Eh) = -0.3084
- LUMO level (eV) = -1.69
- gap between HOMO and LUMO (eV) = 6.70

Structure (XYZ):
```
157
Properties=species:S:1:pos:R:3:mulliken_charge:R:1
C 8.78 -0.86 2.96 -1.5370
C 7.48 -0.03 2.91 0.9043
C 6.40 -0.74 2.13 -0.2362
Cl 5.91 -2.20 3.07 -0.1765
C 5.22 0.02 1.46 1.1064
C 4.69 -0.95 0.39 -2.1875
C 5.87 1.15 0.61 -2.0867
C 5.91 2.54 1.24 0.8292
C 6.24 3.56 0.20 0.1430
O 6.72 3.34 -0.88 -0.5429
O 5.97 4.84 0.62 -0.4926
O 4.18 0.68 2.19 0.4706
C 3.48 0.42 3.40 -0.9784
C 1.91 0.04 3.24 1.7139
C 1.58 -1.00 4.32 -2.2861
C 1.78 -0.61 5.80 -0.5629
C 1.38 -1.81 6.66 -0.9172
Br 0.53 -1.30 8.30 -0.1628
C 1.70 -0.77 1.83 -0.9516
Br 0.06 -0.06 0.93 0.0225
C 1.41 -2.28 1.91 -0.4292
C 2.52 -3.24 2.31 -1.1831
Br 0.89 -2.92 0.09 -0.1732
N 0.98 1.17 3.25 0.4889
Cl -0.36 1.11 4.31 -0.2113
C 1.16 2.52 2.75 -0.9329
C 1.90 2.58 1.40 3.4166
C 1.09 3.21 0.18 -2.2348
O 2.37 3.74 0.99 -0.7110
C 3.68 1.72 4.28 0.7495
F 3.76 2.79 3.44 -0.2403
F 2.66 1.94 5.12 -0.3918
C 4.96 1.94 5.16 0.0221
F 4.71 3.07 5.87 -0.3337
F 6.02 2.22 4.39 -0.1456
C 5.30 0.91 6.29 0.8294
F 5.39 -0.34 5.82 -0.2607
F 4.29 0.97 7.17 -0.2951
C 6.59 1.24 7.09 0.4586
F 6.88 0.17 7.81 -0.2728
F 6.41 2.25 7.90 -0.2346
F 7.62 1.49 6.30 -0.2016
H 8.65 -1.84 2.51 0.3551
H 9.57 -0.36 2.41 0.3863
H 9.12 -1.01 3.98 0.3805
H 7.73 0.92 2.45 0.1402
H 7.20 0.15 3.93 -0.7498
H 6.91 -1.17 1.28 1.0003
H 4.52 -1.95 0.77 0.2960
H 5.48 -1.05 -0.35 0.4991
H 3.84 -0.54 -0.13 0.7159
H 5.33 1.24 -0.33 0.6938
H 6.87 0.85 0.33 0.3664
H 4.93 2.82 1.61 -0.4157
H 6.67 2.65 2.01 0.2674
H 5.28 5.22 0.07 0.3509
H 3.94 -0.38 3.96 0.7748
H 0.56 -1.33 4.21 1.4466
H 2.27 -1.81 4.18 0.1121
H 1.26 0.28 6.09 0.8457
H 2.85 -0.48 5.96 -0.2109
H 0.75 -2.49 6.11 0.4518
H 2.27 -2.37 6.95 0.4603
H 2.43 -0.51 1.10 -0.1991
H 0.51 -2.50 2.46 0.7249
H 3.25 -2.80 2.97 -0.0249
H 3.05 -3.62 1.45 0.6170
H 2.09 -4.10 2.81 0.2548
H 0.19 2.92 2.52 0.7504
H 1.64 3.23 3.41 0.2064
H 2.51 1.73 1.12 -0.8442
H 1.45 2.35 -0.45 -0.0277
H 1.20 3.89 -0.67 0.8039
C -0.98 3.14 -5.82 -0.8795
C -0.62 3.85 -4.74 0.0179
C 0.13 3.23 -3.58 1.1400
O 0.42 3.97 -2.65 -0.6266
C 0.44 1.82 -3.63 -1.1424
C 0.08 1.10 -4.70 0.2902
C -0.64 1.73 -5.88 1.0232
O -0.90 1.00 -6.81 -0.6562
O 0.32 -0.19 -4.84 -0.5691
O -0.87 5.14 -4.59 -0.5783
H -1.51 3.57 -6.65 0.6785
H 0.95 1.38 -2.78 0.5955
H -0.05 -0.44 -5.71 0.3662
H -0.50 5.39 -3.72 0.3542
C -2.73 5.11 -10.12 -0.7751
C -2.50 5.29 -11.43 0.0391
C -1.13 5.62 -11.97 1.0221
O -1.03 5.75 -13.17 -0.6253
C -0.03 5.78 -11.03 -1.0371
C -0.26 5.60 -9.72 0.3958
C -1.63 5.25 -9.19 1.1511
O -1.72 5.09 -7.98 -0.6361
O 0.67 5.73 -8.79 -0.5781
O -3.44 5.19 -12.36 -0.5839
H -3.70 4.87 -9.72 0.4634
H 0.94 6.03 -11.43 0.4367
H 0.23 5.55 -7.94 0.3073
H -3.00 5.36 -13.22 0.3658
C -7.76 7.81 -13.36 -1.0596
C -8.64 8.41 -12.55 0.3129
C -8.28 8.85 -11.15 1.0756
O -9.15 9.40 -10.51 -0.6231
C -6.94 8.58 -10.66 -0.9680
C -6.07 7.97 -11.47 0.3086
C -6.42 7.56 -12.88 1.1189
O -5.53 7.04 -13.54 -0.5876
O -4.83 7.67 -11.13 -0.5153
O -9.89 8.68 -12.89 -0.5675
H -8.01 7.50 -14.37 0.4303
H -6.70 8.88 -9.65 0.4425
H -4.44 7.22 -11.90 0.2700
H -10.30 9.12 -12.12 0.3728
C -1.40 -7.96 1.31 -1.0139
C -0.82 -6.75 1.31 0.3781
C -0.92 -5.82 2.50 0.7511
O -0.34 -4.76 2.40 -0.2190
C -1.70 -6.24 3.65 -1.3179
C -2.28 -7.44 3.64 0.4654
C -2.16 -8.39 2.47 1.1784
O -2.72 -9.46 2.57 -0.6679
O -3.01 -7.91 4.64 -0.5788
O -0.12 -6.28 0.30 -0.6106
H -1.34 -8.64 0.47 0.4830
H -1.78 -5.55 4.48 0.4904
H -3.30 -8.80 4.36 0.3627
H 0.19 -5.38 0.54 0.1763
C -4.69 -8.04 -2.24 -1.1238
C -5.95 -7.72 -2.58 0.3979
C -7.14 -8.32 -1.87 1.0288
O -8.24 -7.96 -2.24 -0.6270
C -6.91 -9.28 -0.80 -0.9404
C -5.65 -9.59 -0.47 0.3792
C -4.46 -8.98 -1.17 1.0435
O -3.36 -9.33 -0.78 -0.6146
O -5.34 -10.44 0.49 -0.5898
O -6.27 -6.88 -3.54 -0.5766
H -3.83 -7.61 -2.75 0.4476
H -7.77 -9.70 -0.31 0.4344
H -4.36 -10.46 0.54 0.3487
H -7.25 -6.84 -3.56 0.3704
C -5.15 -1.32 10.38 -0.9943
C -3.87 -1.39 9.99 0.3416
C -3.02 -2.61 10.23 0.9816
O -1.87 -2.57 9.83 -0.4553
C -3.61 -3.75 10.92 -1.0842
C -4.89 -3.68 11.31 0.3733
C -5.75 -2.46 11.05 1.0609
O -6.90 -2.51 11.43 -0.6281
O -5.52 -4.65 11.94 -0.5767
O -3.24 -0.41 9.37 -0.5669
H -5.77 -0.45 10.21 0.4317
H -2.99 -4.61 11.10 0.4479
H -6.43 -4.34 12.09 0.3718
H -2.33 -0.72 9.20 0.2577
```